DFT (ωB97M-V/def2-TZVPD) results for one molecule with the formula C15H20ClNO4S.

Its lowest unoccupied orbital energy is 0.7 eV. The calculation puts the total energy at -1797.69335 hartree. Its SMILES is CCCS(=O)(=O)N1CCC[C@H](C(=O)Oc2ccccc2Cl)C1. Its HOMO-LUMO gap is 10.074 eV. The value obtained for the largest force on an atom is 0.9 eV/Å. The energy relative to the best compared isomer or geometry (same formula, charge and spin) is 6.3 kcal per mole.

Geometry as XYZ:
```
42
C15H20ClNO4S (ωB97M-V/def2-TZVPD)
C 5.66033 1.71767 -0.90590
C 5.38923 0.22989 -0.72427
C 3.90199 -0.06655 -0.71547
S 3.15864 0.61141 0.81170
O 2.83115 1.99173 0.61104
O 3.99197 0.25654 1.92160
N 1.72045 -0.19401 1.00979
C 1.75906 -1.56294 1.45842
C 0.44607 -1.88758 2.16798
C -0.72738 -1.63492 1.22492
C -0.68611 -0.18228 0.72092
C -1.80518 0.00915 -0.27898
O -1.70659 -0.11639 -1.46831
O -2.94757 0.28640 0.37056
C -4.13963 0.44276 -0.31837
C -4.25448 1.22993 -1.45361
C -5.48725 1.37739 -2.06604
C -6.60582 0.74911 -1.54720
C -6.50064 -0.03495 -0.41099
C -5.26863 -0.19129 0.19992
Cl -5.11099 -1.17265 1.60868
C 0.67088 0.09676 0.06921
H 5.15329 2.28295 -0.12930
H 5.29615 2.05806 -1.87305
H 6.72710 1.91832 -0.84811
H 5.80122 -0.10231 0.23044
H 5.87153 -0.33886 -1.52427
H 3.37916 0.40275 -1.54355
H 3.70456 -1.13503 -0.69055
H 2.60876 -1.64805 2.13598
H 1.89835 -2.25440 0.61108
H 0.35369 -1.24893 3.04651
H 0.45031 -2.92895 2.49156
H -1.67285 -1.81891 1.73739
H -0.66457 -2.31068 0.36799
H -0.83925 0.49144 1.56673
H -3.37888 1.71662 -1.85171
H -5.56973 1.98908 -2.95072
H -7.56591 0.86706 -2.02504
H -7.36462 -0.53022 0.00276
H 0.76549 1.14990 -0.19770
H 0.75671 -0.51503 -0.84205
```